1.
H4N3P | ωB97M-V with the def2-TZVPD basis set

Calculated total energy = -507.78682 a.u.
Strongest force on any atom = 0.0860 Eh/bohr
HOMO level = -9.317 eV
HOMO-LUMO gap = 9.2 eV
ΔE to the lowest compared entry with this formula, charge and spin = 107.3 kcal/mol

The geometry in XYZ format:
```
8
H4N3P ωB97M-V with the def2-TZVPD basis set
N -1.37149 0.12964 -0.08105
N -0.88901 -1.29204 0.11575
N -0.38900 -0.17778 0.82593
P 1.28547 0.43585 0.82326
H -0.86996 0.57440 -0.88629
H -0.39476 -1.60646 -0.63597
H 0.76199 1.79757 0.91955
H 1.86677 0.13882 -1.08118
```

2.
C4H12N3 | ωB97M-V with the def2-TZVPD basis set

Calculated total energy = -323.45477 a.u.
<S²> = 2.0073
Charge = +1
Strongest force on any atom = 0.1424 Eh/bohr
HOMO level (alpha / beta) = -9.885 / -13.824 eV
HOMO-LUMO gap (alpha / beta) = 7.0 / 5.8 eV
ΔE to the lowest compared entry with this formula, charge and spin = 22.5 kcal/mol
Spin multiplicity = 3

The geometry in XYZ format:
```
19
C4H12N3 ωB97M-V with the def2-TZVPD basis set
C -2.25358 0.43892 0.20703
C -0.53016 -1.48224 -0.23130
C 2.30266 0.92130 0.00513
C 1.50995 -0.30044 0.44508
N -1.78310 -0.77881 0.23467
N -1.70354 1.52620 -0.26962
N 0.54272 -0.63974 -0.59086
H -3.23923 0.56028 0.65301
H -0.77433 1.46869 -0.67556
H -0.29330 -2.14452 0.61551
H -0.85089 -2.10175 -1.07418
H 1.63354 1.75241 -0.20988
H 2.99339 1.22317 0.78598
H 2.87345 0.69658 -0.89309
H 0.95679 -0.08110 1.36228
H 2.18851 -1.13934 0.64797
H -2.39654 -1.45926 0.67240
H -2.16426 2.42164 -0.22005
H 0.98792 -0.88200 -1.46453
```

3.
C2H4NP | ωB97M-V with the def2-TZVPD basis set

Calculated total energy = -474.59801 a.u.
Strongest force on any atom = 0.1170 Eh/bohr
HOMO level = -8.249 eV
HOMO-LUMO gap = 9.0 eV
ΔE to the lowest compared entry with this formula, charge and spin = 47.5 kcal/mol

The geometry in XYZ format:
```
8
C2H4NP ωB97M-V with the def2-TZVPD basis set
C 0.42346 -0.26264 0.47254
C -0.10939 1.04134 -0.49585
N 0.66013 -0.62501 1.60991
P -0.08223 -0.62854 -1.37802
H -0.99091 1.72988 -0.29008
H 0.71362 1.62465 -0.76263
H 0.80775 -1.68640 1.84445
H -1.42243 -1.19327 -1.00033
```

4.
C5H10O2 | ωB97M-V with the def2-TZVPD basis set

Calculated total energy = -346.90870 a.u.
Strongest force on any atom = 0.0542 Eh/bohr
HOMO level = -8.209 eV
HOMO-LUMO gap = 8.8 eV
ΔE to the lowest compared entry with this formula, charge and spin = 73.3 kcal/mol

The geometry in XYZ format:
```
17
C5H10O2 ωB97M-V with the def2-TZVPD basis set
C -1.18257 1.05791 -1.74648
C -1.29268 0.10598 -0.59556
C -0.31763 -0.54312 0.06490
O 0.92958 0.06291 0.12770
C -0.40096 -1.94563 0.44016
C -1.22628 -2.44006 1.39519
H -0.16947 1.50092 -1.76237
H -1.85996 1.90483 -1.61538
H -1.19314 0.57134 -2.72564
H -2.29400 -0.30453 -0.47272
H 0.80425 0.99637 0.22332
H 0.51705 -2.48752 0.21566
H -1.76552 -1.67863 1.94072
H -1.18441 -3.50627 1.53485
H 3.16056 1.83857 0.76317
H 2.11613 2.82793 1.08210
O 2.67826 2.56007 0.34769
```

5.
C3H7NOS | ωB97M-V with the def2-TZVPD basis set

Calculated total energy = -646.43053 a.u.
Strongest force on any atom = 0.0747 Eh/bohr
HOMO level (alpha / beta) = -7.660 / -7.811 eV
HOMO-LUMO gap (alpha / beta) = 7.6 / 7.7 eV
ΔE to the lowest compared entry with this formula, charge and spin = 176.6 kcal/mol

The geometry in XYZ format:
```
13
C3H7NOS ωB97M-V with the def2-TZVPD basis set
C -1.34428 0.35438 -2.06347
C -0.19295 -1.03863 1.13222
C -0.39356 -0.36730 -1.49735
N 1.17010 0.92956 1.61286
O 1.88661 2.09646 1.53029
S 0.91820 0.05303 0.21207
H 2.83816 2.19912 1.11997
H -1.81274 1.11255 -1.42637
H -2.00032 -0.20865 -2.75311
H -1.02637 -1.32946 0.43241
H -0.47497 -0.51122 2.09869
H 0.35634 -2.06889 1.43759
H 0.07578 -1.22094 -1.83580
```

6.
CH4OSSi | ωB97M-V with the def2-TZVPD basis set

Calculated total energy = -803.33957 a.u.
Strongest force on any atom = 0.0550 Eh/bohr
HOMO level = -9.397 eV
HOMO-LUMO gap = 8.6 eV
ΔE to the lowest compared entry with this formula, charge and spin = 8.7 kcal/mol

The geometry in XYZ format:
```
8
CH4OSSi ωB97M-V with the def2-TZVPD basis set
C -0.65609 -1.34198 -1.73143
O -0.92573 1.94649 1.42203
Si 0.39722 1.32305 1.70711
S 0.84074 -0.98121 -1.27632
H -0.74992 -2.23011 -2.32196
H 1.68205 1.94956 1.52611
H 0.99937 0.08920 2.34466
H -1.58763 -0.75501 -1.67021
```

7.
C28H26N3O2RuS3 | ωB97M-V with the def2-TZVPD basis set

Calculated total energy = -2686.43542 a.u.
Charge = +1
Strongest force on any atom = 0.0294 Eh/bohr
HOMO level = -10.549 eV
HOMO-LUMO gap = 6.1 eV
ΔE to the lowest compared entry with this formula, charge and spin = 30.2 kcal/mol

The geometry in XYZ format:
```
63
C28H26N3O2RuS3 ωB97M-V with the def2-TZVPD basis set
Ru -0.48089 0.78051 -0.00444
O -4.10662 1.33302 -2.32852
S -3.66363 0.49649 -1.21640
N -2.31357 0.64711 -0.65904
C -2.53528 3.66059 6.21875
C -1.27875 3.17018 5.88008
C -1.07350 2.57441 4.64907
C -2.12846 2.46091 3.73903
C -3.39001 2.94194 4.09641
C -3.59193 3.54336 5.32746
C -1.97765 1.84196 2.42095
C -0.83559 1.54778 1.80030
C 0.60591 1.59217 2.00179
C 1.19755 0.34482 1.76961
C 2.57938 0.23868 1.53926
C 3.36523 1.36382 1.55656
C 2.78646 2.60718 1.84268
C 1.43425 2.72637 2.04430
H -2.69094 4.12407 7.18390
H -0.46074 3.24601 6.58379
H -0.09745 2.17648 4.40412
H -4.21501 2.83683 3.40176
H -4.57282 3.91263 5.59445
H -2.89867 1.62460 1.89113
H 0.63258 -0.55185 1.98723
H 3.01346 -0.73727 1.36937
H 4.42904 1.28866 1.37617
H 3.41032 3.49012 1.89372
H 0.99349 3.69503 2.24822
C -1.15786 1.71802 -4.13998
N -1.36807 2.83541 -3.23543
C -2.40517 3.85096 -3.49002
C -2.31572 4.76381 -2.25039
N -1.20232 4.15768 -1.50840
C -0.74968 3.06311 -2.10614
S 0.59828 2.14718 -1.43759
H -0.56551 2.02911 -5.00006
H -2.13286 1.36340 -4.47074
H -0.64745 0.91676 -3.61244
H -3.36517 3.35128 -3.57312
H -2.18201 4.37724 -4.41747
H -3.22749 4.74134 -1.65668
H -2.08437 5.79476 -2.50779
H -0.86081 4.46663 -0.61464
C 3.69327 -9.43028 -2.00208
C 3.23622 -8.03609 -1.66811
O 3.15295 -7.59333 -0.55920
S 2.78409 -7.10805 -3.14527
C 2.15855 -5.60477 -2.44889
C 0.89689 -5.17218 -2.83805
C 0.38912 -3.98007 -2.34611
C 1.13852 -3.21895 -1.45406
C 2.40433 -3.65780 -1.06940
C 2.91776 -4.84172 -1.56852
C 0.60965 -1.98794 -0.92821
C 0.18104 -0.93062 -0.52857
H 4.38584 -9.77255 -1.23661
H 4.15667 -9.47867 -2.98619
H 2.81993 -10.08462 -1.99992
H 0.30909 -5.77603 -3.51672
H -0.59543 -3.64355 -2.64180
H 2.98933 -3.06297 -0.38061
H 3.90224 -5.17307 -1.27251
```

Q: calculated total energy of number 4 (C5H10O2)?
A: -346.90870 a.u.